# 1
Entry from OMol25: one molecule with the formula C3H5NO2 (ωB97M-V/def2-TZVPD).

Summary:
SMILES string = [H]/N=C/OCC=O
frontier orbital gap = 10.6923 eV
highest occupied orbital energy = -9.7 eV
ΔE to the lowest compared entry with this formula, charge and spin = 2.556 eV
LUMO = 0.9972 eV

ORCA input file:
```
! wB97M-V def2-TZVPD RIJCOSX def2/J DEFGRID3
* xyz 0 1
N -0.6915 -0.3273 1.3498
H 1.4879 0.5410 -1.4107
H 1.4365 -0.6483 -0.0764
O 0.5379 1.2104 0.2311
C 0.8687 0.1177 -0.6165
O -0.3243 -1.6886 -1.6496
C -0.2522 0.8139 1.2754
H -1.2445 0.0899 -1.3430
H -0.3959 1.6624 1.9587
C -0.3469 -0.5548 -1.2345
H -1.0755 -1.2162 1.5157
*
```

=====

# 2
Entry from OMol25: C9H15BrN4O as an isolated structure (ωB97M-V/def2-TZVPD).

Summary:
frontier orbital gap (alpha / beta) = 4.5983 / 5.3144 eV
highest occupied orbital energy (alpha / beta) = -15.8 / -15.8 eV
ΔE to the lowest compared entry with this formula, charge and spin = 2.162 eV
LUMO (alpha / beta) = -11.1916 / -10.4731 eV

ORCA input file:
```
! wB97M-V def2-TZVPD RIJCOSX def2/J DEFGRID3
* xyz 2 1
H -1.1072 0.8864 -2.3046
H 3.5921 -0.7032 1.3017
N -1.2041 -0.9208 -1.3325
H 1.6643 -1.8232 0.6624
H -1.6852 -2.8308 -2.0874
C 2.9192 -0.7467 2.1095
Br 1.6976 -0.8525 -2.2845
N 1.0655 0.3294 0.8199
H 3.1871 2.1104 1.7286
C -3.0140 -1.1434 -2.6254
C -1.0170 1.1024 -0.2977
C 1.0958 1.4568 1.6999
C -1.8870 -1.7825 -1.9876
H 2.4054 2.3496 3.3219
C 2.4157 1.5501 2.4282
H -1.0918 2.0456 0.1331
O 2.9832 0.3958 2.8583
H 0.7925 -1.3545 2.2534
N -0.0681 0.2423 -0.0046
H -2.5016 -0.8679 -3.6645
H -3.3570 1.0456 -2.7248
H 0.2717 1.2305 2.3787
H 0.9874 2.2754 1.0949
N -0.0941 -0.9599 -0.5836
H -3.9354 -1.6756 -2.6731
C -3.2163 0.2441 -1.9224
C -1.7358 0.5333 -1.5264
C 1.4957 -0.9958 1.4619
H 3.1981 -1.4855 2.7824
H -3.8569 0.3445 -1.0157
*
```

=====

# 3
Entry from OMol25: one molecule with the formula C2H6N2O (ωB97M-V/def2-TZVPD).

Summary:
SMILES string = [H]/N=C/ONC
frontier orbital gap = 10.4866 eV
highest occupied orbital energy = -9.4 eV
ΔE to the lowest compared entry with this formula, charge and spin = 3.775 eV
LUMO = 1.0865 eV

ORCA input file:
```
! wB97M-V def2-TZVPD RIJCOSX def2/J DEFGRID3
* xyz 0 1
N 1.0373 -0.6308 2.7446
C 0.4558 -0.9001 1.7005
N 0.1634 -0.5825 -0.6854
O 1.0331 -0.3356 0.4592
H 0.8640 0.8894 -1.8539
H -0.4814 1.2313 -0.5528
H 0.7132 -1.0211 3.6484
C -0.0642 0.6188 -1.3686
H -0.7137 0.3026 -2.2803
H 0.7352 -1.2743 -1.1734
H -0.4598 -1.4028 1.3578
*
```

=====

# 4
Entry from OMol25: a 3-piece molecular cluster, C22H45ClNO7S2 overall (ωB97M-V/def2-TZVPD).

Summary:
frontier orbital gap = 8.0975 eV
highest occupied orbital energy = -11.1 eV
ΔE to the lowest compared entry with this formula, charge and spin = 0.000 eV
LUMO = -3.0047 eV

ORCA input file:
```
! wB97M-V def2-TZVPD RIJCOSX def2/J DEFGRID3
* xyz 1 1
H -3.7229 2.0573 -7.5598
H -2.6142 3.3109 3.2556
C -1.8873 -2.2244 -0.2205
C -4.8109 -2.0512 2.4557
C 3.5050 1.5702 3.9134
H 5.0334 -2.1850 7.5426
C -3.3234 -1.6720 0.2330
H -1.4343 -2.5750 0.7761
H 0.0436 1.9301 -9.3355
H -1.7340 1.3467 -7.6302
N -1.0523 -0.9849 -0.5204
C -2.5981 2.9082 2.1738
H 4.7753 -0.8784 3.6264
H -3.5132 2.2441 1.9532
H -3.5464 3.6007 -8.6569
H 6.5465 -4.7625 6.5712
H -1.0825 3.3389 -9.0455
C -2.4968 3.7557 -6.7075
C 6.0944 -2.8065 5.7546
H 2.8860 2.2858 4.4612
H 0.5958 3.4511 -8.3116
H 7.9315 -3.9401 5.8704
C -0.2447 2.7196 -8.5443
H 0.0378 1.6307 0.1609
H 4.2639 -3.5254 6.6665
H -0.6732 -0.5134 1.4875
H -2.7196 3.8408 1.5042
H -3.3942 0.6557 0.2148
C 2.9162 0.1718 4.0087
H 3.5370 1.9104 2.8732
H -3.7798 -3.6426 1.2147
H 0.9950 1.7427 -6.1460
H 6.6066 -1.8509 5.6113
S -5.2692 3.9057 -6.8440
C -1.0536 1.5071 0.4758
O -0.6423 0.5355 -5.3326
O 5.7673 -3.3104 4.4602
H -5.0462 -0.9351 2.4453
C -4.3148 -2.6327 1.0530
H 0.4276 0.2817 -7.2193
S -1.4861 -0.3196 -2.0968
H 1.6336 0.4464 2.5586
H -3.8720 -1.4785 -0.7547
C -3.7024 3.2015 -7.5941
H 4.1536 -1.8924 6.0278
O -2.5842 4.9517 -6.3198
H 4.5183 1.6002 4.3214
H 3.7955 -0.5786 2.1750
H -5.2097 -2.8608 0.3753
C -0.4048 -1.1495 -3.4037
H -1.7603 2.0202 -0.2558
C 3.7550 -0.8359 3.2391
C -0.9120 2.0502 -7.2441
H -3.4783 -1.3512 3.7988
C -2.9375 -0.2191 0.8107
H -5.7067 -2.6434 2.8558
C -1.1997 2.1550 1.9671
O -1.3642 3.0222 -6.2713
O 1.2874 0.5463 -3.9509
H -6.2790 3.2513 -7.5337
H 0.4399 -1.7470 -2.9246
H 2.8514 -0.1289 5.0578
H -3.1589 0.0427 1.8972
H -1.1132 -1.7636 -4.0487
C -1.3198 -0.0688 0.6461
Cl 0.1678 3.3455 2.2859
O -3.6797 -2.2150 3.3860
C 0.1194 1.0793 -6.4429
O 1.5865 0.1808 3.4866
H 7.3059 -3.4166 7.4478
C 7.0231 -3.7835 6.4579
H 5.3140 -4.1560 4.5756
H 3.3143 -1.8341 3.3064
C 0.1836 0.0784 -4.2865
C 4.8167 -2.5876 6.5499
H -0.0911 -1.3895 -0.4570
H -1.8433 -3.0360 -1.0362
H -1.1721 1.2730 2.7047
*
```

=====

Energy: -8775.1388; -87601.6581; -7196.0127; -73548.1777 (eV)